[1]
C12H22N2O4 | wB97M-V/def2-TZVPD

Each line ends with the Mulliken charge.
Atoms and positions in Å:
H (1.811, -3.322, -1.380)  0.363
H (2.058, 1.651, -1.872)  0.444
C (3.588, 0.146, -1.999)  -0.259
H (-2.721, -1.538, 3.473)  0.425
H (2.220, 0.672, -0.411)  0.379
O (1.859, -2.468, -1.839)  -0.470
H (-3.019, -0.820, 0.139)  0.250
H (-0.225, 1.079, -0.922)  0.439
H (-1.816, 2.061, 3.116)  0.370
H (3.580, 0.112, -3.090)  0.310
C (-1.878, 0.056, 2.313)  2.243
H (-0.039, -1.035, 1.982)  0.285
C (-2.402, 1.155, 3.245)  -1.839
H (-0.375, -0.686, 3.687)  0.458
C (-2.566, 0.513, -1.421)  -1.010
H (-3.787, -0.986, 2.190)  0.434
C (-2.748, -1.193, 2.441)  -2.090
H (5.671, 0.704, -1.889)  0.403
H (4.560, 2.074, -1.896)  0.330
C (1.051, -1.579, -1.268)  0.260
C (-1.351, -0.121, -2.109)  0.673
H (-2.330, 0.835, 4.282)  0.448
C (1.063, -0.231, -1.982)  0.089
N (-0.189, 0.442, -1.716)  -0.122
C (2.230, 0.637, -1.503)  -0.961
O (0.394, -1.823, -0.290)  -0.539
H (-3.443, 1.382, 3.022)  0.408
O (-1.130, 1.620, 0.654)  -0.781
H (0.192, 0.599, 2.611)  0.345
H (-3.481, 0.198, -1.923)  0.442
C (-0.428, -0.291, 2.675)  -1.572
H (-2.478, 1.602, -1.439)  0.340
H (3.770, -0.868, -1.640)  0.289
H (4.744, 1.096, -0.440)  0.324
C (4.711, 1.062, -1.527)  -1.359
N (-2.610, 0.083, -0.037)  -0.058
H (-2.370, -2.000, 1.815)  0.446
C (-1.830, 0.649, 0.905)  0.190
H (1.142, -0.427, -3.058)  0.334
O (-1.432, -1.038, -2.898)  -0.661

Atoms 1-3, force components in eV/Å:
H -0.165 0.270 0.118
H -0.038 0.026 0.034
C 0.006 0.191 0.228

Summary:
- Structure (SMILES): CCC[C@H](NC(=O)CNC(=O)C(C)(C)C)C(=O)O
- Relative energy (zero: lowest compared OMol25 entry of this formula, charge and spin): 0.0 kcal per mole
- Total energy: -23973.453 eV
- HOMO level: -9.44 eV
- Multiplicity: 1
- Kohn-Sham gap: 10.12 eV

[2]
C12H22N3O6RuS2 | wB97M-V/def2-TZVPD

Each line ends with the Mulliken charge.
Atoms and positions in Å:
H (-5.259, -2.604, -3.216)  0.416
O (-0.933, 1.203, -0.649)  -0.629
H (-1.831, 2.506, 2.033)  0.415
O (-0.770, 1.570, -3.094)  -0.669
H (-2.476, 0.503, -4.177)  0.565
C (3.122, -0.767, 0.319)  -1.472
H (5.113, 1.108, 0.856)  0.404
C (-2.673, -1.415, -1.388)  -0.477
H (-0.211, -1.311, 2.235)  0.369
C (4.097, 1.452, 1.058)  -1.713
S (-0.821, 0.646, -2.019)  1.612
O (-2.624, -2.946, 0.726)  -0.724
O (-0.514, -2.013, -0.064)  -0.706
H (3.199, -1.033, 1.369)  0.326
H (-0.777, 1.851, 3.982)  0.502
H (3.966, -1.235, -0.187)  0.489
C (-3.946, -1.030, -3.836)  -0.638
H (-1.619, 1.018, 1.298)  0.401
H (-4.436, -0.876, -4.787)  0.414
C (-2.845, -0.253, -3.501)  -0.604
C (3.118, 0.779, 0.106)  1.849
H (-0.354, 2.102, 1.394)  0.310
O (0.443, -0.194, -1.924)  -0.635
N (0.612, -0.710, 2.173)  -0.440
H (2.279, -1.352, -0.187)  0.565
H (4.460, 0.868, -1.581)  0.442
C (-0.813, 1.093, 3.202)  -0.838
Ru (0.737, -0.226, 0.066)  0.540
H (-4.108, -2.939, -1.045)  0.561
H (2.760, 0.632, -2.037)  0.374
H (1.342, 1.074, 2.982)  0.237
C (-2.201, -0.439, -2.286)  0.191
H (3.864, 1.225, 2.100)  0.364
H (3.318, 2.217, -1.493)  0.392
H (4.067, 2.532, 0.921)  0.399
N (-1.168, 1.742, 1.907)  -0.059
O (-2.125, -0.602, 1.059)  -0.819
C (3.431, 1.143, -1.347)  -1.579
H (0.664, -0.031, 4.181)  0.494
H (-1.622, 0.398, 3.421)  0.377
H (1.405, -1.298, 2.413)  0.281
C (-4.404, -1.993, -2.960)  -0.600
N (1.740, 1.202, 0.332)  -0.468
C (0.526, 0.377, 3.179)  -0.435
S (-1.964, -1.792, 0.206)  1.750
C (-3.767, -2.186, -1.740)  -0.534

Atoms 1-3, force components in eV/Å:
H 0.002 0.000 -0.003
O 0.348 -0.405 0.576
H 0.011 -0.004 0.024

Summary:
- Charge: +1
- Relative energy (zero: lowest compared OMol25 entry of this formula, charge and spin): 14.3 kcal per mole
- Total energy: -53801.781 eV
- HOMO level: -12.60 eV
- Multiplicity: 1
- Kohn-Sham gap: 8.44 eV

[3]
C12H23AlBrCaCl4F3LiN2O6Si | wB97M-V/def2-TZVPD

Each line ends with the Mulliken charge.
Atoms and positions in Å:
H (2.996, -0.847, 4.112)  -0.007
H (-3.977, -0.211, -3.787)  0.351
H (1.089, 1.346, -0.467)  0.064
H (3.801, 1.346, 5.124)  0.263
H (3.590, -0.190, -4.679)  0.219
O (-0.540, 0.062, 7.639)  -0.457
N (-0.655, -1.109, 7.259)  0.854
C (2.888, 0.839, 5.483)  -0.259
O (-1.238, -1.486, 6.236)  -0.554
C (0.687, 2.780, 1.090)  0.437
H (-3.711, -1.720, -4.920)  0.389
H (2.205, 1.697, 5.608)  0.291
Cl (3.799, -2.027, -6.149)  -0.151
F (-1.395, 2.350, -5.223)  -0.481
H (1.037, -1.945, 8.167)  0.310
Cl (6.516, 0.323, -5.510)  -0.604
C (-3.170, -2.100, -2.712)  -0.672
C (3.919, -0.318, -5.713)  -0.111
H (-0.499, -2.096, 9.100)  0.296
C (-1.279, 1.455, -4.018)  0.649
H (-4.296, -2.239, -2.351)  0.286
Si (-1.481, -0.397, -4.536)  0.212
O (-2.859, -1.683, -0.137)  -0.382
O (2.208, 0.846, 3.176)  -0.535
C (-2.420, -1.257, -1.505)  -0.044
O (-1.124, -1.365, 1.517)  -0.649
C (-0.033, -2.156, 8.114)  -0.735
H (-0.510, -1.165, -3.716)  -0.092
H (1.402, -0.469, 4.584)  -0.092
F (0.012, 1.669, -3.294)  -0.218
C (2.325, 0.022, 4.227)  0.354
H (2.544, 2.058, 0.272)  0.365
H (-0.211, -3.134, 7.661)  0.312
O (3.023, 0.012, 6.529)  -0.555
Al (-1.724, 4.270, -7.109)  0.950
N (-0.019, 3.691, 1.602)  -0.566
C (1.538, 1.682, 0.473)  -0.378
H (-2.715, -3.158, -2.917)  0.315
H (4.959, 0.002, -5.811)  0.103
H (-2.065, 1.241, 2.015)  0.428
H (-1.159, -0.675, -5.930)  0.022
C (-3.230, -1.106, -4.018)  -0.680
Cl (4.437, -1.548, 4.088)  -0.347
H (-1.674, 1.349, 0.140)  0.149
H (-2.794, -0.130, -1.628)  -0.008
H (1.605, 0.833, 1.158)  0.163
Li (0.570, 2.345, -6.160)  0.782
H (-1.251, -1.356, -1.503)  0.384
Ca (-2.381, -0.477, 3.142)  1.486
H (-3.478, 1.108, 0.651)  0.427
F (-2.354, 1.934, -3.077)  -0.243
C (-2.098, -0.803, 0.785)  0.650
Br (-1.357, 0.405, -7.278)  -0.632
C (-2.363, 0.824, 0.960)  -0.850
Cl (2.908, 0.679, -6.766)  -0.205

Atoms 1-3, force components in eV/Å:
H 3.461 -2.013 0.198
H 1.416 -1.961 -0.403
H -0.013 0.237 -0.010

Summary:
- Charge: +1
- Relative energy (zero: lowest compared OMol25 entry of this formula, charge and spin): 103.5 kcal per mole
- Total energy: -189457.626 eV
- HOMO level: -8.11 eV
- Multiplicity: 1
- Kohn-Sham gap: 1.36 eV

[4]
C12H23BClN2O2 | wB97M-V/def2-TZVPD

Each line ends with the Mulliken charge.
Atoms and positions in Å:
H (5.214, 1.735, 0.552)  0.404
H (3.105, -1.195, 0.065)  0.234
H (3.058, -1.135, -1.716)  0.323
H (-2.426, -3.684, 3.508)  0.350
H (3.474, 1.715, 0.890)  0.222
C (-2.895, -3.771, 1.396)  -0.536
H (-2.350, -4.704, 1.242)  0.318
H (-1.717, -2.678, -0.066)  0.091
O (0.974, 0.641, -2.039)  -0.699
C (-2.353, -3.050, 2.624)  -1.130
B (1.472, 0.115, -0.715)  1.187
O (0.393, -0.839, -0.336)  -0.563
H (-0.258, 3.378, 1.697)  0.342
H (3.690, 1.356, -1.454)  0.146
C (-0.387, 0.855, -1.810)  0.186
C (-0.753, 2.342, -1.624)  -0.834
C (-0.791, -0.177, -0.710)  -0.608
H (1.465, 1.085, 0.083)  -0.557
H (-1.837, 2.439, -1.788)  0.377
H (-3.134, -3.477, -0.748)  0.361
H (-3.944, -4.035, 1.550)  0.305
C (-2.765, -2.931, 0.121)  -0.081
H (-0.946, 0.565, -2.715)  0.274
H (-1.305, -2.778, 2.486)  0.273
H (-2.912, -2.135, 2.820)  0.353
C (4.323, 1.103, 0.575)  -1.218
H (0.252, 4.558, -1.487)  0.267
C (-0.717, 2.686, 0.988)  -1.145
H (-0.264, 2.847, -2.466)  0.332
H (-0.338, 1.685, 1.171)  0.163
N (-3.967, -0.625, 0.323)  -0.560
H (-1.457, -0.917, -1.179)  0.140
C (4.013, 0.541, -0.802)  0.506
N (0.098, 4.336, -0.502)  -0.888
C (2.947, -0.540, -0.803)  -1.004
H (-1.318, 0.258, 0.143)  0.201
Cl (5.587, -0.066, -1.529)  -0.305
C (-0.395, 3.167, -0.401)  0.826
C (-3.496, -1.669, 0.214)  0.336
H (-1.802, 2.703, 1.141)  0.315
H (4.463, 0.298, 1.302)  0.295

Atoms 1-3, force components in eV/Å:
H -0.041 -0.060 0.025
H 0.047 -0.060 -0.144
H -0.162 -0.024 0.085

Summary:
- Charge: -1
- Total energy: -33093.926 eV
- HOMO level: -4.65 eV
- Multiplicity: 1
- Kohn-Sham gap: 7.48 eV

[5]
C12H23BiN2O2P2 | wB97M-V/def2-TZVPD

Each line ends with the Mulliken charge.
Atoms and positions in Å:
C (0.421, 1.151, -2.271)  -1.006
H (0.753, 4.370, -0.182)  0.390
H (-1.354, -2.280, 3.732)  0.383
C (-0.124, -2.511, -3.053)  -0.599
H (0.007, -2.734, 1.239)  0.360
H (1.135, 4.175, -1.926)  0.415
O (2.362, -0.699, 1.915)  -0.591
P (0.983, 2.045, -0.765)  0.590
C (0.163, -1.158, -3.195)  -0.799
H (-0.066, -3.186, -3.901)  0.461
H (4.030, 2.242, 2.496)  0.321
H (-3.164, -0.787, -0.355)  0.335
O (3.229, 1.674, 2.445)  -0.616
H (2.573, -1.387, 2.568)  0.288
C (-0.474, -2.977, -1.785)  -0.888
H (3.084, 0.848, -0.858)  0.377
H (-2.923, -2.828, 3.051)  0.410
N (-0.142, -0.788, -0.849)  0.387
H (2.844, 0.144, 2.212)  0.376
H (-0.715, -4.011, -1.562)  0.515
C (0.135, -0.326, -2.081)  0.284
C (0.546, 3.778, -1.085)  -1.213
N (-2.764, 2.658, 0.854)  -0.398
Bi (0.071, 0.711, 1.326)  1.128
H (3.215, 2.369, 0.074)  0.310
C (-0.927, -2.516, 0.651)  -1.086
H (-3.831, -0.024, 1.104)  0.412
H (3.166, 2.417, -1.727)  0.454
H (-0.494, 1.672, -2.621)  0.397
H (0.456, -0.689, -4.137)  0.499
H (-2.777, -1.202, 3.797)  0.406
H (1.197, 1.281, -3.048)  0.597
H (-4.035, -1.792, 0.842)  0.409
P (-1.792, -1.211, 1.608)  0.428
H (-1.614, -3.374, 0.571)  0.563
C (2.784, 1.908, -0.828)  -1.143
C (-3.355, -0.936, 0.716)  -1.194
H (2.503, 2.158, 2.900)  0.303
H (-0.528, 3.851, -1.312)  0.413
C (-2.260, -1.964, 3.197)  -1.143
C (-0.517, -2.072, -0.729)  0.602
C (-1.799, 2.001, 0.970)  -0.135

Atoms 1-3, force components in eV/Å:
C -0.044 0.293 -0.060
H -0.064 -0.042 -0.305
H -0.272 0.037 -0.043

Summary:
- Charge: +2
- Total energy: -44295.214 eV
- HOMO level: -15.40 eV
- Multiplicity: 1
- Kohn-Sham gap: 7.62 eV

[6]
C12H23FNO2Pd | wB97M-V/def2-TZVPD

Each line ends with the Löwdin spin population.
Atoms and positions in Å:
F (2.333, -1.864, -1.789)  0.000
H (-1.299, 3.632, -0.308)  0.000
C (1.042, 0.408, -1.020)  0.001
H (3.822, -1.320, -0.558)  0.000
H (-0.612, -0.247, -2.275)  0.000
H (-0.473, 2.111, 2.739)  0.000
C (-2.520, -1.164, -1.034)  0.033
H (-1.368, -1.045, 1.876)  0.000
C (2.054, -0.192, -0.049)  0.000
C (-1.316, -0.559, -0.277)  0.002
C (-1.028, -1.481, 0.939)  0.000
H (2.813, 0.570, 0.122)  0.000
C (2.750, -1.497, -0.517)  0.000
H (1.086, 0.879, -2.929)  0.000
Pd (-4.913, -0.592, 0.737)  0.950
C (-1.151, 3.195, 0.674)  0.000
H (1.050, 1.627, 2.031)  0.000
H (1.584, -0.395, 0.911)  0.000
H (-2.650, -0.725, -2.020)  0.001
H (3.450, -3.249, 0.581)  0.000
H (2.088, -2.422, 1.367)  0.000
H (-3.513, -1.153, -0.516)  0.007
H (0.189, 2.375, -1.317)  0.000
O (-2.602, 1.354, -0.415)  0.000
H (-1.591, -2.404, 0.823)  0.000
H (-2.302, -2.218, -1.187)  0.002
C (-0.018, 1.441, 2.015)  0.000
C (-0.576, 1.771, 0.602)  0.000
H (0.015, -1.761, 1.006)  0.000
H (1.393, 2.317, -0.058)  0.000
C (-0.167, -0.508, -1.313)  0.002
N (-1.657, 0.851, 0.135)  0.000
C (2.532, -2.699, 0.412)  0.000
H (-0.202, 0.428, 2.354)  0.000
H (-0.427, 3.792, 1.220)  0.000
O (1.710, 0.682, -2.228)  0.001
H (0.168, -1.540, -1.411)  0.000
H (1.839, -3.382, -0.084)  0.000
H (-2.080, 3.209, 1.243)  0.000
C (0.549, 1.775, -0.480)  0.000

Atoms 1-3, force components in eV/Å:
F -0.065 -0.041 -0.142
H -0.167 0.047 -0.028
C -0.510 0.474 0.097

Summary:
- Charge: +2
- Total energy: -24577.246 eV
- HOMO level (spin up / spin down): -16.30 / -16.30 eV
- Multiplicity: 2
- Kohn-Sham gap (spin up / spin down): 6.37 / 5.24 eV